An isolated molecule of C6H16NO2PS, computed with ωB97M-V with the def2-TZVPD basis set.

```
27
Properties=species:S:1:pos:R:3:forces:R:3:nbo_charge:R:1
C -1.6075 -0.8571 0.7725 0.399 -0.199 2.280 -0.641
C -2.8089 0.9436 2.2013 -0.326 2.623 -0.833 -0.636
C 3.1056 -0.5189 -1.3020 -1.382 -1.389 1.135 -0.627
C 1.3319 -2.2790 -0.4375 -3.024 1.131 -0.735 -0.646
C -2.0000 0.6243 0.9553 -1.795 -1.563 -3.078 0.109
C 1.5874 -0.8732 -0.9300 1.402 0.055 -3.012 0.090
N -0.3578 1.0631 -1.7306 -1.640 -0.138 -2.214 -1.404
O -0.8528 1.3666 0.9299 2.564 1.329 -0.148 -0.820
O 1.1778 0.1259 0.0561 1.925 -2.987 -0.063 -0.857
P 0.2237 1.2417 -0.3390 -3.734 2.421 0.467 1.891
S 1.5061 3.0932 0.1640 1.881 2.497 0.779 0.089
H -1.3478 -1.1516 1.8590 -0.331 -0.263 -1.615 0.196
H -2.4690 -1.4483 0.3943 0.823 0.173 0.193 0.218
H -0.6427 -0.9559 0.2061 -1.791 -0.213 0.345 0.219
H -2.1466 1.4423 2.9780 -0.827 -0.715 -0.921 0.230
H -3.2859 0.0696 2.6037 -0.370 -0.261 0.190 0.217
H -3.5795 1.7249 1.8059 1.028 -1.338 1.395 0.217
H 3.8121 -0.7666 -0.4207 -1.043 0.668 -1.483 0.211
H 3.3585 -1.1493 -2.2118 -0.040 1.093 1.042 0.217
H 2.9513 0.5564 -1.4948 1.136 -0.412 -0.243 0.216
H 1.2495 -2.1611 0.6202 -0.106 -0.704 0.879 0.226
H 2.1343 -2.8695 -0.7184 1.475 -1.436 -0.383 0.217
H 0.3418 -2.6906 -0.9082 1.840 0.612 1.136 0.218
H -2.5926 0.8866 -0.0368 0.659 -0.278 1.909 0.145
H 1.0545 -0.7651 -1.9658 0.524 0.449 2.277 0.232
H -1.1392 1.6399 -2.0860 0.946 -0.550 0.437 0.404
H 0.9957 3.7079 -0.9648 -0.195 -0.603 0.262 0.072
```
Positions in Å, forces in eV/Å.

2S+1: 3
<S²>: 2.01
Charge: 0
Energy above the lowest of the compared OMol25 structures with the same formula, charge and spin (kcal per mole): 47.77
Frontier orbital gap (spin up / spin down) (eV): 5.46 / 6.01
Electronic energy (Eh): -1182.8005
E_HOMO (spin up / spin down) (eV): -4.816 / -9.198